Computed, not measured: a molecular structure, C41H29N10O4ScSe2, with ωB97M-V/def2-TZVPD.

* frontier orbital gap (alpha / beta): 0.173 / 0.173 Ha
* maximum force: 0.01293 hartree/bohr
* DFT total energy: -7992.20696 a.u.
* E_HOMO (alpha / beta): -6.3 / -6.3 eV

Cartesian coordinates (Å):
H: -3.522 -2.943 5.418
C: 2.056 1.609 3.492
H: -3.327 -1.541 -3.808
N: 1.497 -0.906 -3.173
H: -1.617 -1.148 -3.628
H: -1.715 -1.260 5.101
C: 2.178 1.927 4.840
C: -2.672 -3.680 -2.198
H: 2.938 3.177 -6.119
C: -2.177 1.081 1.305
C: 1.203 -3.341 -3.035
H: -2.041 4.435 4.561
C: 2.624 2.406 2.504
H: 4.047 4.741 4.456
O: -2.103 3.590 5.024
C: 1.345 0.539 2.805
N: 1.486 0.714 1.461
C: 1.026 -6.058 -3.461
H: 0.962 -7.121 -3.654
C: -0.415 4.041 2.574
O: -3.370 1.103 1.489
N: -0.114 -3.776 0.236
Se: -1.605 1.567 -2.290
C: -2.605 -1.011 -3.188
C: -1.215 -3.244 2.378
H: 3.243 4.392 -2.006
H: 1.712 1.309 5.598
Se: -2.642 -1.893 -1.446
C: -2.229 -4.177 2.527
C: 2.313 1.703 -4.704
C: -1.841 2.588 4.145
C: 3.355 3.545 2.826
C: 1.678 0.284 -2.615
H: -3.876 0.574 -2.475
N: 0.464 -1.878 1.566
H: 0.367 -6.219 -1.413
H: 0.019 4.798 3.209
H: -3.447 3.227 -2.560
C: 1.545 -3.832 -4.289
N: 0.748 -2.051 -1.191
C: -1.277 3.001 2.840
H: -2.380 -4.964 1.798
H: -3.846 -4.764 3.799
H: 3.011 3.347 6.203
C: 2.236 1.829 1.225
H: -2.230 3.815 -1.404
C: 2.138 1.457 -3.345
C: -2.825 2.959 -1.710
C: 3.484 3.862 4.167
C: 2.464 2.416 -2.390
H: -3.433 2.609 -0.878
H: 3.520 4.869 -4.426
H: -1.896 -3.783 -2.956
N: 1.647 0.580 -1.277
N: 0.584 -0.363 3.417
C: 2.178 1.827 -1.092
C: 3.133 3.910 -4.104
C: 1.447 -5.198 -4.490
H: 2.067 0.948 -5.440
C: -2.852 -3.022 4.571
C: -2.988 0.454 -3.094
H: -3.192 0.858 -4.084
H: -2.465 -4.379 -1.389
C: 2.896 3.064 5.165
H: 3.804 4.155 2.052
C: -1.841 -2.086 4.415
C: 0.066 -1.395 2.786
C: 0.484 -3.344 -0.868
N: -0.075 3.933 1.275
H: 0.621 4.460 0.773
C: -3.040 -4.056 3.645
Sc: 0.262 -0.353 0.056
C: 0.692 -5.566 -2.212
H: 1.701 -5.615 -5.456
H: 1.870 -3.163 -5.076
C: -1.020 -2.228 3.308
C: 1.181 -1.989 -2.484
N: 2.489 2.398 0.062
C: 2.802 2.942 -5.070
O: -1.503 0.096 0.784
H: -3.651 -3.881 -2.626
C: 0.785 -4.193 -2.018
O: -2.024 1.451 4.464
C: -0.266 -2.999 1.292
N: -0.640 2.871 0.672
C: 2.977 3.657 -2.755
C: -1.370 2.305 1.611

***

Computed, not measured: a molecular structure, C22H18BrNOS6Y, with ωB97M-V/def2-TZVPD.

* frontier orbital gap: 0.247 Ha
* maximum force: 0.00599 hartree/bohr
* DFT total energy: -5980.89792 a.u.
* E_HOMO: -4.4 eV
* charge: -1

Cartesian coordinates (Å):
C: -1.451 -2.147 -1.197
H: -0.713 5.694 -2.945
C: -2.752 -0.222 1.224
C: 2.961 -1.963 1.563
H: -2.321 -4.834 -1.609
S: -3.235 -2.715 2.038
H: 0.796 4.015 2.494
C: -2.325 -1.198 2.075
C: -0.471 -1.387 -3.602
C: -1.352 -2.453 -3.537
H: -0.041 -1.054 -4.534
C: -1.157 4.783 -0.171
H: -1.701 4.242 -2.794
C: 3.689 -3.102 1.920
C: -4.421 -2.262 0.816
H: -3.095 -4.410 -3.140
C: 0.501 4.167 1.464
C: 4.197 -0.750 3.247
C: -0.698 4.644 -2.644
H: -1.638 -2.973 -4.444
H: 5.195 -3.979 3.161
Y: 0.108 -0.166 1.061
S: -2.114 1.391 0.987
H: -2.165 5.107 -0.404
S: 1.758 -2.112 0.275
H: 4.383 0.182 3.767
C: -1.858 -2.864 -2.314
H: 5.656 -1.843 4.367
H: 2.387 3.518 0.669
S: -4.146 -0.627 0.218
C: 3.226 -0.758 2.244
C: 4.653 -3.075 2.911
C: 4.909 -1.886 3.584
C: -0.775 4.629 1.153
O: -5.268 -3.008 0.382
H: -0.018 4.112 -3.310
C: -0.141 -0.756 -2.417
C: 1.395 3.885 0.438
H: -1.485 4.836 1.945
H: 1.710 3.825 -1.679
Br: 1.102 0.665 -2.435
S: -1.001 -1.156 3.219
C: -0.272 4.493 -1.209
S: 2.419 0.783 1.889
N: -0.625 -1.100 -1.242
H: -3.695 -3.737 -1.619
H: 3.472 -4.025 1.397
C: -2.796 -4.024 -2.165
C: 1.008 4.054 -0.885
H: -1.794 -2.438 -0.213

***

Computed, not measured: 2 unconnected molecules or ions with the total composition C4H4I2O at a distorted geometry, with ωB97M-V/def2-TZVPD.

* frontier orbital gap: 0.344 Ha
* maximum force: 0.07134 hartree/bohr
* DFT total energy: -825.32511 a.u.
* E_HOMO: -9.2 eV
* SMILES: CC(=O)I.C#CI

Cartesian coordinates (Å):
O: 0.289 0.475 1.334
I: 2.231 0.927 4.097
C: -0.711 -0.240 3.824
H: 1.824 -0.295 -1.108
H: 1.607 -1.213 0.235
C: 1.225 0.725 0.617
I: 1.922 2.711 0.231
H: 3.036 -0.251 -0.003
H: -1.696 -0.786 3.646
C: 0.404 0.227 3.680
C: 1.992 -0.343 -0.086

***

Computed, not measured: 9 unconnected molecules or ions with the total composition C4H26NO9 at a distorted geometry, with ωB97M-V/def2-TZVPD.

* frontier orbital gap: 0.305 Ha
* maximum force: 0.10418 hartree/bohr
* DFT total energy: -899.86734 a.u.
* E_HOMO: -5.5 eV
* charge: -1

Cartesian coordinates (Å):
O: -4.175 0.545 0.476
H: 2.826 0.370 1.116
H: -1.607 -1.116 1.332
H: 3.780 -0.655 -3.989
C: 0.602 0.447 -1.430
N: 0.518 -0.209 -0.091
H: 1.431 -1.590 1.241
H: -0.407 -0.480 2.443
H: 1.450 -0.064 -2.016
H: -0.324 -1.748 3.546
H: 1.012 2.373 -0.792
H: -1.435 -2.904 -0.782
H: -0.386 3.569 1.165
H: 3.368 0.073 -0.533
O: -2.138 -1.116 0.505
H: -3.940 1.399 0.741
O: -0.115 -1.356 2.702
H: 0.863 -3.053 -0.923
C: 1.626 -1.151 0.194
O: -2.128 -2.810 -1.519
O: -0.929 0.956 2.328
H: -1.944 2.362 -0.139
H: -0.405 0.495 -1.923
H: -3.248 0.123 0.435
H: -1.408 -0.707 0.010
H: -0.658 1.417 3.034
H: 1.842 -1.608 -2.049
O: -2.408 2.408 0.702
O: 1.283 1.677 -1.402
C: 2.919 -0.360 0.360
H: -1.881 1.938 1.478
O: 4.113 0.011 -3.341
H: 0.183 0.582 0.625
H: -0.178 1.965 1.557
C: 1.700 -2.202 -0.975
H: 2.718 -2.803 -0.822
H: 3.592 -1.256 0.636
O: 0.196 2.772 0.909
H: 3.398 0.619 -3.480
H: -2.950 -2.938 -1.039

***

Computed, not measured: a single C5H6O2 molecule at a distorted geometry, with ωB97M-V/def2-TZVPD.

* frontier orbital gap: 0.326 Ha
* maximum force: 0.02201 hartree/bohr
* DFT total energy: -344.55301 a.u.
* E_HOMO: -8.2 eV
* SMILES: CC(=O)CC=C=O

Cartesian coordinates (Å):
H: -2.108 -0.578 -1.366
C: 0.330 0.924 0.168
C: 2.003 -0.825 0.142
C: -1.954 -0.263 -0.331
O: 2.619 -1.823 0.193
H: -0.096 0.973 1.197
C: -0.482 -0.287 -0.110
H: -2.397 0.723 -0.180
H: 2.605 1.154 0.152
H: 0.050 1.867 -0.316
O: 0.102 -1.356 0.008
C: 1.750 0.492 0.121
H: -2.422 -1.003 0.322

***

Computed, not measured: 10 unconnected molecules or ions with the total composition C30H88O34P8 at a distorted geometry, with ωB97M-V/def2-TZVPD.

* frontier orbital gap: 0.361 Ha
* maximum force: 0.06113 hartree/bohr
* DFT total energy: -6485.51641 a.u.
* E_HOMO: -9.4 eV
* SMILES: COP(=O)(OC)OC.COP(=O)(OC)OC.COP(=O)(OC)OC.COP(=O)(OC)OC.COP(=O)(OC)OC.COP(=O)(OC)OC.COP(=O)(OC)OC.COP(=O)(OC)OC.CC(C)O.CC(C)O

Cartesian coordinates (Å):
H: 0.532 1.893 4.163
H: -4.960 -0.711 4.440
H: -3.455 1.202 -1.326
H: -3.599 -0.479 3.309
C: -6.607 -2.601 1.330
H: -4.236 8.376 1.052
O: 3.246 0.642 3.747
H: 5.805 5.760 3.253
H: -5.011 2.554 2.407
C: 6.029 0.311 -1.901
O: -5.685 -4.536 -1.051
H: -7.722 -5.398 -3.010
H: 2.794 -0.050 -1.629
H: -5.284 -7.133 -1.204
H: 2.559 -3.705 -3.616
C: 1.178 5.306 5.013
H: -1.146 1.084 2.586
H: 3.943 5.723 3.263
C: 7.132 5.268 0.067
P: -0.270 0.963 -0.747
H: 2.744 0.676 1.645
H: -6.896 -2.543 2.393
O: 2.200 -2.026 -6.069
P: 1.088 -1.824 -4.897
C: -0.532 -6.014 -2.324
H: 7.383 -1.294 -1.784
H: 2.993 4.552 -1.032
H: -3.678 -6.746 -0.771
H: 2.068 5.987 4.996
C: -0.557 -1.549 -1.338
H: -7.507 -2.943 0.825
C: 1.310 3.991 4.233
H: -0.333 -1.071 4.560
O: 3.697 -1.464 2.657
H: 1.870 1.451 -2.259
H: 0.603 -2.462 4.539
C: -3.967 0.291 -1.003
H: -2.233 -3.756 -3.743
O: 2.736 -1.289 5.170
C: -4.498 -0.059 3.693
H: -3.783 -3.696 -4.720
O: 5.013 4.045 2.523
O: -0.519 2.334 -1.176
P: 2.698 -0.825 3.809
C: -3.209 -3.319 -3.844
O: 4.983 3.117 0.209
H: -2.459 -5.328 2.073
H: -3.267 -0.525 -0.874
H: -1.398 -2.112 -0.948
H: 2.541 -2.479 -7.980
H: -2.805 5.274 -1.800
O: -2.281 -5.099 -0.055
H: 7.574 1.878 -1.884
O: -3.234 5.235 0.172
O: -4.571 0.463 0.269
H: 7.415 6.143 -0.483
H: 1.216 5.077 6.090
C: 2.320 0.892 -1.385
C: 0.297 2.849 4.677
H: 0.309 -1.562 -0.755
O: 1.997 -1.675 -3.582
H: 2.991 1.602 -0.847
H: 0.289 -5.422 2.701
C: 1.224 0.828 -5.013
O: -4.197 4.501 2.351
H: -5.222 7.495 2.245
H: -3.960 -5.758 1.181
O: 5.324 -0.473 -2.870
C: 1.641 -2.259 -7.377
C: -4.483 7.392 1.479
H: 0.641 1.571 -5.571
H: 2.286 0.730 -5.322
O: -3.299 6.830 2.091
O: -4.316 -6.024 -2.638
C: -2.276 5.581 -0.876
H: -1.607 -6.263 -2.090
H: -2.900 -2.255 -3.954
H: -4.342 0.954 4.053
P: -0.723 -4.861 0.078
H: 1.124 -1.387 -7.734
O: 5.826 5.498 0.649
O: -5.431 -0.084 2.588
H: -3.432 -3.929 1.262
H: 7.853 5.167 0.915
H: 5.180 0.138 -3.631
C: -3.083 -5.034 1.189
O: -0.226 -3.651 0.698
H: -0.718 3.057 4.389
O: -3.955 -3.529 -2.642
H: 1.650 -5.436 1.588
H: 7.372 -0.321 -0.270
H: 4.280 -3.455 2.833
H: 1.042 -6.987 2.260
H: 4.891 4.890 4.473
H: -7.733 -4.769 -4.646
H: 0.392 1.218 1.947
H: -1.363 4.965 -0.696
C: 3.525 -2.830 2.358
H: 1.332 1.232 -4.010
O: 1.266 4.191 2.900
H: -0.359 -1.998 -2.286
H: 2.822 2.267 2.398
P: -2.943 5.323 1.723
C: -0.631 1.429 1.692
O: -0.165 -6.169 0.752
H: 6.447 1.966 -3.198
O: -0.877 -0.106 -1.736
C: 2.868 -2.741 -3.141
O: -3.717 -1.603 1.463
P: -4.874 -0.749 1.235
O: 0.085 -2.909 -4.905
C: 3.217 1.252 2.400
H: 2.094 5.889 -0.197
C: 0.775 -5.980 1.868
H: -3.421 2.811 1.443
H: 7.038 4.397 -0.651
C: 4.886 5.186 3.416
O: 0.489 -0.419 -5.083
C: 2.461 4.876 -0.154
O: 1.259 -1.020 3.099
H: 4.224 1.403 2.131
H: -5.751 -3.277 1.143
P: -5.070 -4.581 -2.393
H: 0.388 4.375 2.547
O: -6.038 -4.329 -3.613
O: -6.198 -1.358 0.668
C: -7.413 -4.576 -3.651
H: 3.622 -2.958 1.284
H: 1.000 -3.097 -7.277
C: 7.043 1.247 -2.598
H: -0.620 -2.146 3.109
H: -0.550 -5.768 -3.370
H: 0.084 -6.855 -2.106
H: 3.850 -2.508 -3.369
C: -4.251 -7.007 -1.631
O: 3.378 5.017 1.001
H: -5.042 3.399 0.815
O: -1.003 0.584 0.626
H: -7.934 -3.682 -3.388
H: -4.829 0.037 -1.677
O: -1.557 4.932 2.091
H: -4.899 6.750 0.689
O: -0.204 -4.911 -1.442
H: -1.974 6.576 -0.812
H: 5.356 0.902 -1.250
C: 0.131 -1.717 3.851
C: 6.762 -0.716 -1.074
H: 0.232 5.858 4.802
H: 5.964 -1.430 -0.691
H: -0.780 2.512 1.494
H: 1.635 4.206 0.157
H: 0.467 2.698 5.782
H: 2.802 -2.827 -2.077
P: 4.777 4.316 0.999
C: -4.426 3.185 1.724
H: 2.496 -3.175 2.638
H: -3.912 -7.937 -2.055
O: 1.235 0.601 -0.423
H: 7.778 0.716 -3.218
H: 2.337 3.664 4.410